{
  "formula": "C2H3INO3",
  "method": "ωB97M-V/def2-TZVPD",
  "species": ["I", "O", "O", "O", "N", "C", "C", "H", "H", "H"],
  "coordinates": [[-3.9543, 0.7409, 0.2200], [-0.7499, -2.0076, -0.1105], [2.5452, -0.9551, 0.2338], [-2.1282, 0.7560, -0.6390], [3.0438, -0.0059, -0.2900], [-0.7426, -0.8991, 0.0646], [-0.9704, 0.5052, 0.1124], [4.0937, -0.0408, -0.3359], [-0.9953, 0.8797, 1.1492], [-0.1420, 1.0268, -0.4046]],
  "relative_energy_ev": 0.624,
  "energy_ev": -17842.832,
  "charge": 1,
  "lumo_ev": -6.15,
  "multiplicity": 1
}